Formula: C2H3NOS2
Source: the OMol25 dataset
Level of theory: ωB97M-V/def2-TZVPD

Geometry (Å):
1 C 0.06215 -1.03865 0.08312
2 C -0.95382 0.04295 0.01941
3 H 2.63462 0.25316 -0.13947
4 H -0.38292 -1.99880 0.24864
5 H -1.58291 1.97472 0.08842
6 N 1.36516 -0.97566 -0.19018
7 O 1.70664 0.36089 0.01544
8 S -0.35849 1.65195 -0.04865
9 S -2.49041 -0.27057 -0.07675

Properties
DFT total energy ... -27327.48164 eV
Lowest unoccupied orbital energy ... -1.02 eV
HOMO ... -9.005 eV
Molar mass ... 121.2 g/mol
Net charge ... 0
ΔE to the lowest compared entry with this formula, charge and spin ... 3.295 eV

natural (NBO) atomic charge list, values in e, 8 entries: -0.028 -0.413 0.494 0.213 0.097 -0.065 -0.566 0.198

Formula: C2H3NOS2
Source: the OMol25 dataset
Level of theory: ωB97M-V/def2-TZVPD

Geometry (Å):
1 C -0.24709 2.57234 0.01628
2 C 0.27751 1.22851 -0.17954
3 N -0.57886 3.65338 0.15304
4 O -1.94581 -1.45562 0.15529
5 S 0.23723 0.25406 1.41102
6 S -1.80325 -0.50331 1.21991
7 H -1.19812 -1.31237 2.33770
8 H -0.22889 0.67511 -0.83954
9 H 1.21636 1.33406 -0.49786

Properties
DFT total energy ... -27328.33995 eV
Lowest unoccupied orbital energy ... -0.27 eV
HOMO ... -10.145 eV
Molar mass ... 121.2 g/mol
Net charge ... 0
ΔE to the lowest compared entry with this formula, charge and spin ... 2.437 eV

natural (NBO) atomic charge list, values in e, 8 entries: 0.258 -0.590 -0.295 -0.920 -0.018 1.025 0.040 0.248

Formula: C2H3NOS2
Source: the OMol25 dataset
Level of theory: ωB97M-V/def2-TZVPD

Geometry (Å):
1 C 1.78036 -0.34807 -0.10324
2 C -2.07614 0.14112 0.30897
3 H 1.73946 -1.34413 -0.41006
4 H 0.33345 1.18787 -0.38349
5 H -3.12824 -0.10093 0.73546
6 N 0.52100 0.07653 -0.20968
7 O -1.79703 1.29925 -0.09386
8 S 3.32191 0.20228 0.15418
9 S -0.69476 -1.11392 0.00171

Properties
DFT total energy ... -27328.17490 eV
Lowest unoccupied orbital energy ... -0.34 eV
HOMO ... -8.540 eV
Molar mass ... 121.2 g/mol
Net charge ... 0
ΔE to the lowest compared entry with this formula, charge and spin ... 2.602 eV

natural (NBO) atomic charge list, values in e, 8 entries: -0.068 0.240 0.156 0.469 0.204 -0.759 -0.543 -0.107

Formula: C2H3NP2
Source: the OMol25 dataset
Level of theory: ωB97M-V/def2-TZVPD

Geometry (Å):
1 C 1.54891 0.52703 -0.22848
2 C -2.35226 -0.39964 -0.21489
3 N 0.85649 1.55481 0.08414
4 P -0.93608 0.43785 0.12086
5 P 0.62907 -1.05829 -0.21850
6 H 2.56967 0.31987 -0.16242
7 H -3.30463 -0.14075 -0.43975
8 H 0.98884 -1.24088 1.05903

Properties
DFT total energy ... -22184.15550 eV
Lowest unoccupied orbital energy (spin up / spin down) ... -1.19 / -1.05 eV
HOMO (spin up / spin down) ... -8.430 / -8.550 eV
Molar mass ... 103.0 g/mol
Net charge ... 0
ΔE to the lowest compared entry with this formula, charge and spin ... 4.707 eV

Charge distribution, natural (NBO) scheme, values in e: -0.230 -0.552 -0.482 0.679 0.238 0.214 0.158 -0.024

Formula: C2H3NP2
Source: the OMol25 dataset
Level of theory: ωB97M-V/def2-TZVPD

Geometry (Å):
1 C -0.84415 -0.47549 -0.34075
2 C -0.37925 0.89731 -0.22588
3 N -0.21770 -1.55944 -0.22190
4 P 1.20412 1.36980 -0.00955
5 P 1.99798 -0.67324 0.15955
6 H -1.97048 -0.52805 -0.36037
7 H -1.23691 1.49717 -0.35489
8 H 1.44639 -0.52807 1.35378

Properties
DFT total energy ... -22186.82050 eV
Lowest unoccupied orbital energy (spin up / spin down) ... -0.89 / -0.89 eV
HOMO (spin up / spin down) ... -9.176 / -9.175 eV
Molar mass ... 103.0 g/mol
Net charge ... 0
ΔE to the lowest compared entry with this formula, charge and spin ... 2.042 eV

Charge distribution, natural (NBO) scheme, values in e: -0.031 -0.670 -0.392 0.452 0.251 0.195 0.230 -0.035

Formula: C2H3NS
Source: the OMol25 dataset
Level of theory: ωB97M-V/def2-TZVPD

Geometry (Å):
1 C -3.00533 -0.88540 -0.03112
2 C -1.83192 -0.90117 0.16243
3 N 1.91889 0.01412 -0.06473
4 S 1.30886 -1.52288 0.02247
5 H -3.86063 -0.32704 -0.37980
6 H 2.47842 0.12657 -0.90012
7 H 2.30375 0.24081 0.83113

Properties
DFT total energy ... -14440.61538 eV
Lowest unoccupied orbital energy (spin up / spin down) ... -3.18 / -3.18 eV
HOMO (spin up / spin down) ... -9.083 / -9.086 eV
Molar mass ... 73.1 g/mol
Net charge ... 0
ΔE to the lowest compared entry with this formula, charge and spin ... 6.854 eV

Charge distribution, natural (NBO) scheme, values in e: -0.508 -0.140 -0.874 0.488 0.229 0.405 0.401

Formula: C2H3NS
Source: the OMol25 dataset
Level of theory: ωB97M-V/def2-TZVPD

Geometry (Å):
1 C -1.07752 -0.39443 1.21465
2 C -0.04848 0.02950 0.27673
3 N -1.14625 -2.29409 3.62169
4 S -0.78463 -1.58844 2.32383
5 H 0.76412 -0.70953 0.36934
6 H 0.31721 0.87651 0.73050
7 H -0.49469 0.18456 -0.72273

Properties
Expectation value of S² ... 2.042
Spin multiplicity ... 3
DFT total energy ... -14441.11447 eV
Lowest unoccupied orbital energy (spin up / spin down) ... 0.02 / -1.97 eV
HOMO (spin up / spin down) ... -8.413 / -9.044 eV
Molar mass ... 73.1 g/mol
Net charge ... 0
ΔE to the lowest compared entry with this formula, charge and spin ... 3.886 eV

Charge distribution, natural (NBO) scheme, values in e: -0.201 -0.733 -0.583 0.786 0.221 0.255 0.255

Formula: C2H3NS2
Source: the OMol25 dataset
Level of theory: ωB97M-V/def2-TZVPD

Geometry (Å):
1 C -0.94242 1.69048 -0.12845
2 C 0.45987 -0.96026 -0.36357
3 N -1.94407 1.00744 -0.05936
4 S 0.73584 0.76355 -0.20076
5 S -2.45213 -0.42949 0.04420
6 H -0.82942 2.78932 -0.32797
7 H 0.38736 -1.29448 -1.30991
8 H 0.63245 -1.61348 0.36315

Properties
DFT total energy ... -25279.57820 eV
Lowest unoccupied orbital energy ... -1.34 eV
HOMO ... -8.504 eV
Molar mass ... 105.2 g/mol
Net charge ... 0
ΔE to the lowest compared entry with this formula, charge and spin ... 2.992 eV

Charge distribution, natural (NBO) scheme, values in e: -0.003 -0.503 -0.527 0.124 0.308 0.244 0.177 0.180

Formula: C2H3NaO2Rb
Source: the OMol25 dataset
Level of theory: ωB97M-V/def2-TZVPD

Geometry (Å):
1 O -1.36860 -2.65007 2.43765
2 C -1.04136 -1.73625 1.71542
3 C -0.13577 -1.83728 0.50680
4 O -0.13646 -0.68818 -0.25902
5 Rb 1.94651 1.75534 -0.44534
6 H -0.44505 -2.74905 -0.04975
7 H 0.86663 -2.09212 0.91681
8 Na -1.58809 -0.66410 -1.84826
9 H -1.65844 -0.79615 1.76507

Properties
DFT total energy ... -11283.42172 eV
Lowest unoccupied orbital energy ... -4.19 eV
HOMO ... -11.260 eV
Molar mass ... 167.5 g/mol
Net charge ... +1
ΔE to the lowest compared entry with this formula, charge and spin ... 0.000 eV

natural (NBO) atomic charge list, values in e, 8 entries: -0.509 0.406 -0.167 -1.106 0.996 0.154 0.162 0.979

Formula: C2H3O2
Source: the OMol25 dataset
Level of theory: ωB97M-V/def2-TZVPD

Geometry (Å):
1 C 0.52364 -0.25993 0.52116
2 C -0.13110 0.18092 -0.71572
3 O -1.35986 -0.36661 -0.55261
4 O -0.86777 0.52487 0.41561
5 H 0.36359 -1.27146 0.89582
6 H 1.31734 0.34242 0.96092
7 H 0.15416 0.84979 -1.52517

Properties
Expectation value of S² ... 2.009
Spin multiplicity ... 3
DFT total energy ... -6198.41389 eV
Lowest unoccupied orbital energy (spin up / spin down) ... -4.85 / -9.67 eV
HOMO (spin up / spin down) ... -14.044 / -19.803 eV
Molar mass ... 59.0 g/mol
Net charge ... +1
ΔE to the lowest compared entry with this formula, charge and spin ... 4.647 eV

Charge distribution, natural (NBO) scheme, values in e: -0.075 0.247 0.125 -0.142 0.278 0.288 0.280

Formula: C2H3O2S2
Source: the OMol25 dataset
Level of theory: ωB97M-V/def2-TZVPD

Geometry (Å):
1 C 1.18596 0.21841 0.12421
2 C 0.01993 -0.56079 -0.29874
3 O -1.21777 1.24227 0.95575
4 O -2.51593 0.16625 -0.86245
5 S 1.23669 -1.58229 0.69390
6 S -1.63807 -0.04879 0.34087
7 H 1.96000 0.38761 -0.57903
8 H 0.90886 0.96173 0.99728
9 H 0.06032 -0.78440 -1.37178

Properties
DFT total energy ... -27888.09662 eV
Lowest unoccupied orbital energy ... 3.33 eV
HOMO ... -3.440 eV
Molar mass ... 123.2 g/mol
Net charge ... -1
ΔE to the lowest compared entry with this formula, charge and spin ... 1.783 eV

natural (NBO) atomic charge list, values in e, 8 entries: -0.459 -0.544 -1.065 -1.049 -0.065 1.486 0.202 0.277

Formula: C2H3O2S2
Source: the OMol25 dataset
Level of theory: ωB97M-V/def2-TZVPD

Geometry (Å):
1 C -1.05668 1.42764 -0.42745
2 C -0.07408 1.42434 0.66852
3 O 0.04890 -3.11631 -0.11806
4 O 2.37568 -2.62004 0.50132
5 S 0.57616 2.07824 -0.87791
6 S 0.95118 -2.35912 0.75877
7 H -1.36956 0.52590 -0.95855
8 H -1.81394 2.20885 -0.42972
9 H 0.36234 0.43051 0.88307

Properties
DFT total energy ... -27886.13278 eV
Lowest unoccupied orbital energy (spin up / spin down) ... 3.42 / 2.16 eV
HOMO (spin up / spin down) ... -4.266 / -1.600 eV
Molar mass ... 123.2 g/mol
Net charge ... -1
ΔE to the lowest compared entry with this formula, charge and spin ... 3.747 eV

natural (NBO) atomic charge list, values in e, 8 entries: -0.533 -0.441 -0.963 -0.960 0.032 1.293 0.207 0.192